Record 1
Molecular formula: C24H66N2O10
Method: DFT, the ωB97M-V functional and the def2-TZVPD basis

As for the energy above the lowest of the compared OMol25 structures with the same formula, charge and spin: 5.509 eV. Its spin multiplicity is 1. The HOMO-LUMO gap comes out at 0.3006 Eh. As for the structure (SMILES): CC1(C)CCCC(C)(C)N1O.CC1(C)CCCC(C)(C)N1O.CO.CO.CO.CO.CO.CO.O.O. The largest force on an atom is 0.04774 hartree/bohr. Its HOMO energy is -0.288 Eh.

Atoms and positions in Å:
C1 -0.34945 -3.15507 -1.35521
C2 0.64526 -3.27676 -2.54465
C3 1.92205 -2.50211 -2.17901
C4 0.94705 -4.83477 -2.58536
C5 1.62081 -5.25406 -3.91432
C6 0.83516 -4.77131 -5.15347
C7 0.58951 -3.21070 -5.13851
C8 1.86515 -2.44927 -5.57813
C9 -0.48857 -2.99939 -6.21313
N1 0.08293 -2.83782 -3.81616
O1 -0.33855 -1.52020 -3.82553
H1 -0.60164 -2.10267 -1.22494
H2 -1.29734 -3.66931 -1.51384
H3 0.04786 -3.43328 -0.37906
H4 1.80722 -1.41819 -2.17551
H5 2.30347 -2.82613 -1.21070
H6 2.69481 -2.78041 -2.89560
H7 1.70564 -5.08798 -1.84473
H8 0.03434 -5.42050 -2.47593
H9 2.65176 -4.91281 -3.82048
H10 1.71784 -6.33924 -3.94705
H11 -0.16248 -5.21028 -5.14338
H12 1.35708 -5.16577 -6.02530
H13 2.00398 -2.44842 -6.65925
H14 2.80774 -2.85026 -5.20557
H15 1.78371 -1.39788 -5.30233
H16 -0.26896 -1.98003 -6.53060
H17 -1.55326 -3.14394 -6.02979
H18 -0.40611 -3.66011 -7.07612
H19 -1.29667 -1.57556 -3.80220
C10 0.29203 2.97706 1.41357
C11 1.51960 3.55968 2.16171
C12 1.33974 2.99366 3.57364
C13 2.80296 2.99666 1.56556
C14 4.06229 3.79204 1.88897
C15 3.80822 5.27704 1.48074
C16 2.69744 5.97061 2.22228
C17 3.23614 6.13892 3.64847
C18 2.49208 7.39256 1.61212
N2 1.49374 5.07824 2.19492
O2 0.35848 5.53080 2.85624
H20 0.30918 1.88726 1.40206
H21 -0.65943 3.30759 1.83020
H22 0.24421 3.33338 0.38458
H23 1.43716 1.91074 3.65037
H24 2.11580 3.32167 4.26519
H25 0.40198 3.22044 4.08087
H26 3.00398 2.01530 1.99524
H27 2.80266 2.91297 0.47877
H28 4.36644 3.67673 2.92930
H29 4.94246 3.44908 1.34512
H30 3.85288 5.46590 0.40815
H31 4.75136 5.79039 1.66790
H32 3.46526 5.20907 4.16905
H33 2.62349 6.71132 4.34497
H34 4.13196 6.74312 3.79173
H35 3.31074 8.10333 1.72478
H36 1.66092 7.87569 2.12578
H37 2.19001 7.30942 0.56811
H38 0.60345 5.63342 3.77877
C19 -3.70450 -4.56329 0.85721
O3 -2.86086 -4.70089 2.01506
H39 -3.04999 -4.21301 0.05907
H40 -4.23626 -5.49858 0.68240
H41 -4.51933 -3.84171 0.91612
H42 -2.70356 -5.57699 2.37466
C20 -5.04542 0.83327 0.38994
O4 -5.82281 1.06513 1.55489
H43 -5.14616 -0.22969 0.17073
H44 -5.51325 1.29164 -0.48134
H45 -4.00466 1.15652 0.41081
H46 -5.17680 1.10250 2.26402
C21 -0.62177 -0.65107 5.11362
O5 -1.58724 0.11077 4.38722
H47 0.27430 -0.05723 5.29399
H48 -1.16263 -0.88291 6.03114
H49 -0.41308 -1.58644 4.59437
H50 -1.39030 -0.05392 3.46219
C22 -3.69303 -1.88863 -2.69448
O6 -3.17298 -0.65687 -3.02343
H51 -3.10433 -2.31062 -1.87995
H52 -4.71688 -1.78802 -2.33432
H53 -3.55710 -2.52841 -3.56643
H54 -3.75884 -0.08667 -3.52666
C23 -1.88092 -1.34793 1.65928
O7 -1.03107 -0.15283 1.50238
H55 -2.67562 -1.12011 2.36966
H56 -2.16160 -1.77826 0.69796
H57 -1.33319 -2.17316 2.11433
H58 -1.40247 0.50777 0.91308
C24 2.25416 -0.20231 0.80959
O8 1.78902 -0.38877 2.12857
H59 2.08344 -1.07266 0.17599
H60 1.79455 0.70591 0.41970
H61 3.33987 -0.10743 0.79104
H62 0.83767 -0.48611 2.04448
O9 -4.09196 1.04173 3.62688
H63 -4.47574 1.59290 4.30891
H64 -3.26870 0.73152 4.00402
O10 -1.01313 0.75977 -1.17717
H65 -1.37615 0.11436 -1.78370
H66 -1.01826 1.58088 -1.66911

Record 2
Molecular formula: C24H66N6O6
Method: DFT, the ωB97M-V functional and the def2-TZVPD basis

As for the energy above the lowest of the compared OMol25 structures with the same formula, charge and spin: 1.309 eV. Its spin multiplicity is 1. The HOMO-LUMO gap comes out at 0.3391 Eh. As for the structure (SMILES): COC[C@H](C)N.COC[C@H](C)N.COC[C@H](C)N.COC[C@H](C)N.COC[C@H](C)N.COC[C@H](C)N. The largest force on an atom is 0.03676 hartree/bohr. Its HOMO energy is -0.320 Eh.

Atoms and positions in Å:
C1 -4.81441 -2.54360 4.46592
O1 -4.74930 -2.60466 3.05560
C2 -4.06011 -3.73592 2.59845
C3 -3.79063 -3.61151 1.11323
C4 -3.08218 -4.83431 0.60869
N1 -2.98430 -2.41339 0.74528
H1 -5.46544 -3.34101 4.84250
H2 -5.30327 -1.59784 4.69448
H3 -3.81734 -2.60491 4.89737
H4 -3.07134 -3.82736 3.09488
H5 -4.58939 -4.66366 2.86095
H6 -4.72636 -3.45422 0.56604
H7 -3.60313 -5.73806 0.93366
H8 -2.04972 -4.85517 0.97753
H9 -2.96770 -4.88269 -0.47359
H10 -2.14274 -2.43499 1.32347
H11 -3.50548 -1.60300 1.07287
C5 3.75418 -3.04448 1.65683
O2 4.27272 -2.01316 2.47287
C6 5.07354 -1.11653 1.73332
C7 5.32484 0.13643 2.52604
C8 5.92941 -0.16926 3.90075
N2 4.09246 0.97189 2.58119
H12 3.06144 -2.60819 0.92140
H13 3.29082 -3.79590 2.28606
H14 4.53690 -3.51350 1.04122
H15 5.99922 -1.61935 1.42284
H16 4.54320 -0.86126 0.80166
H17 6.02589 0.74215 1.93992
H18 5.99674 0.70072 4.54936
H19 6.93623 -0.58031 3.73547
H20 5.41660 -0.98722 4.40948
H21 4.22190 1.64742 3.33524
H22 3.41062 0.34482 3.04445
C9 -0.91753 -0.11616 -3.93077
O3 -0.10776 -0.82513 -3.00656
C10 -0.07497 -0.24885 -1.71885
C11 1.10759 -0.81477 -0.97209
C12 1.23244 -0.21650 0.42709
N3 2.36709 -0.54430 -1.71683
H23 -0.60349 0.92870 -4.02092
H24 -1.96251 -0.19587 -3.62914
H25 -0.68291 -0.57514 -4.88915
H26 0.07424 0.83794 -1.83136
H27 -1.02003 -0.44792 -1.20353
H28 1.05302 -1.90472 -0.86242
H29 1.41741 0.85902 0.38818
H30 2.04365 -0.66403 0.99634
H31 0.30168 -0.34575 0.99709
H32 2.15392 -0.10734 -2.60438
H33 2.85736 -1.40155 -1.92618
C13 -2.22773 1.71827 -7.01279
O4 -0.90333 1.48766 -6.61862
C14 0.01045 2.40736 -7.15666
C15 1.39959 1.84122 -7.17224
C16 1.92775 1.50796 -5.78063
N4 2.27952 2.82692 -7.86961
H34 -2.81316 0.82298 -6.80091
H35 -2.31137 1.85238 -8.10066
H36 -2.65223 2.58387 -6.49354
H37 -0.24832 2.66426 -8.19968
H38 -0.07784 3.39295 -6.66037
H39 1.35281 0.91042 -7.74296
H40 1.23849 0.92623 -5.17253
H41 2.12755 2.43177 -5.22381
H42 2.88517 0.98826 -5.85933
H43 2.15844 3.68978 -7.34240
H44 3.23247 2.53349 -7.67179
C17 1.90144 1.57507 8.20056
O5 1.74363 1.56975 6.80109
C18 2.03972 0.33843 6.17834
C19 1.25182 0.25661 4.89084
C20 -0.16349 -0.23012 5.14728
N5 1.92466 -0.68500 3.98526
H45 1.58864 0.62485 8.64664
H46 1.27888 2.38121 8.58544
H47 2.94050 1.76389 8.49821
H48 3.09791 0.38953 5.88167
H49 1.77493 -0.51116 6.81208
H50 1.17240 1.22909 4.40296
H51 -0.79174 -0.29493 4.25267
H52 -0.76674 0.49648 5.72347
H53 -0.21048 -1.13803 5.75344
H54 1.24074 -1.28931 3.54370
H55 2.56939 -1.33582 4.42405
C21 -4.04620 -0.13987 -1.67807
O6 -3.82261 1.08021 -2.31438
C22 -3.57528 2.15225 -1.46275
C23 -3.37433 3.43026 -2.26095
C24 -2.43806 3.26220 -3.43771
N6 -2.80688 4.46119 -1.36917
H56 -5.02181 -0.18877 -1.17399
H57 -3.29560 -0.35804 -0.90851
H58 -3.96373 -0.95074 -2.39965
H59 -4.42146 2.28451 -0.76388
H60 -2.69887 1.98362 -0.81290
H61 -4.37306 3.72244 -2.61329
H62 -1.38345 3.07089 -3.19653
H63 -2.28220 4.23630 -3.93204
H64 -2.67654 2.55204 -4.22572
H65 -2.69939 5.32481 -1.88816
H66 -3.49414 4.64479 -0.64344

Record 3
Molecular formula: C24H66N6O6
Method: DFT, the ωB97M-V functional and the def2-TZVPD basis

As for the energy above the lowest of the compared OMol25 structures with the same formula, charge and spin: 0.927 eV. Its spin multiplicity is 1. The HOMO-LUMO gap comes out at 0.3560 Eh. As for the structure (SMILES): COC[C@H](C)N.COC[C@H](C)N.COC[C@H](C)N.COC[C@H](C)N.COC[C@H](C)N.COC[C@H](C)N. The largest force on an atom is 0.03000 hartree/bohr. Its HOMO energy is -0.335 Eh.

Atoms and positions in Å:
C1 -21.25596 0.80222 -11.63180
O1 -21.15280 0.24656 -10.34294
C2 -21.97512 0.92312 -9.40741
C3 -21.73738 0.30199 -8.06514
C4 -22.72010 0.79316 -7.03336
N1 -20.36878 0.60808 -7.57309
H1 -22.27407 0.67329 -12.01962
H2 -20.61001 0.22656 -12.29435
H3 -20.94900 1.85082 -11.63717
H4 -21.68981 1.98858 -9.38853
H5 -23.03945 0.90131 -9.67292
H6 -21.80011 -0.78269 -8.21314
H7 -23.75627 0.73709 -7.38155
H8 -22.54254 1.81925 -6.70683
H9 -22.70949 0.20695 -6.10809
H10 -20.28095 0.08080 -6.70795
H11 -19.72088 0.14761 -8.21052
C5 -15.08661 5.68476 -4.97866
O2 -14.20246 6.01402 -3.92455
C6 -14.67491 7.09173 -3.17804
C7 -13.95577 7.16951 -1.85570
C8 -14.43413 8.28405 -0.98009
N2 -12.51295 7.38928 -2.14246
H12 -14.67116 4.88830 -5.59279
H13 -15.21349 6.56779 -5.61529
H14 -16.06388 5.32643 -4.63304
H15 -14.59877 8.07391 -3.67959
H16 -15.76205 7.02908 -2.99440
H17 -14.08747 6.19773 -1.36492
H18 -15.50852 8.26877 -0.77595
H19 -14.14534 9.27537 -1.32712
H20 -13.96988 8.18963 0.00857
H21 -11.94195 7.06242 -1.36288
H22 -12.26105 6.67900 -2.83487
C9 -14.58774 -0.55515 -10.24829
O3 -15.32133 -1.34696 -9.35427
C10 -15.18433 -0.95355 -7.99373
C11 -13.80271 -1.21283 -7.41546
C12 -13.43177 -2.70770 -7.53263
N3 -13.83532 -0.72006 -6.03064
H23 -14.94021 -0.76578 -11.25869
H24 -13.51171 -0.77040 -10.24749
H25 -14.74988 0.51398 -10.05675
H26 -15.35358 0.13412 -7.94888
H27 -15.99776 -1.44083 -7.45681
H28 -13.09512 -0.62222 -7.99739
H29 -13.28153 -2.90341 -8.59433
H30 -14.25901 -3.31272 -7.16001
H31 -12.54235 -2.91329 -6.94008
H32 -14.28217 -1.38503 -5.40622
H33 -12.88095 -0.68001 -5.68366
C13 -16.89628 2.22164 -2.23027
O4 -15.51953 1.98492 -2.27750
C14 -14.80186 2.89758 -1.45954
C15 -13.38811 2.35682 -1.28827
C16 -12.43307 3.39808 -0.72269
N4 -12.83768 1.81286 -2.54693
H34 -17.26018 2.28372 -1.19419
H35 -17.49420 1.45316 -2.71665
H36 -17.14364 3.18607 -2.70074
H37 -14.75934 3.87804 -1.95224
H38 -15.29045 2.92660 -0.47798
H39 -13.40305 1.51935 -0.58307
H40 -12.45491 4.33690 -1.28365
H41 -11.41248 3.04023 -0.88653
H42 -12.60604 3.54842 0.34039
H43 -13.60191 1.46825 -3.11952
H44 -12.44843 2.58752 -3.08100
C17 -21.37600 10.90172 -6.68098
O5 -21.45944 10.25062 -7.93259
C18 -21.31158 8.85631 -7.82185
C19 -21.08916 8.24873 -9.20275
C20 -19.74922 8.62595 -9.80588
N5 -22.24786 8.54482 -10.07010
H45 -21.98329 10.42763 -5.90976
H46 -21.64699 11.94000 -6.86544
H47 -20.32684 10.92423 -6.35199
H48 -20.42754 8.62687 -7.20760
H49 -22.17227 8.35354 -7.36240
H50 -21.06724 7.17330 -8.97564
H51 -19.78900 8.57377 -10.89532
H52 -18.96760 7.96226 -9.44158
H53 -19.47910 9.66059 -9.57890
H54 -21.93093 8.97718 -10.93049
H55 -22.78046 9.28739 -9.62594
C21 -15.69773 2.10194 -5.78188
O6 -16.08189 3.00746 -6.78452
C22 -17.45394 3.33327 -6.79546
C23 -17.75802 4.11894 -8.07104
C24 -17.36101 5.57573 -7.92533
N6 -19.17942 4.07031 -8.41404
H56 -16.31327 1.19494 -5.73664
H57 -15.82038 2.61386 -4.81672
H58 -14.66807 1.81895 -5.96584
H59 -18.04614 2.40408 -6.83385
H60 -17.76761 3.87344 -5.88718
H61 -17.13639 3.71377 -8.87016
H62 -17.63932 6.17659 -8.79300
H63 -16.27638 5.63211 -7.80372
H64 -17.81247 6.11413 -7.08356
H65 -19.68995 4.58050 -7.69727
H66 -19.53523 3.11824 -8.33547

Record 4
Molecular formula: C24H66N6O6
Method: DFT, the ωB97M-V functional and the def2-TZVPD basis

As for the energy above the lowest of the compared OMol25 structures with the same formula, charge and spin: 0.000 eV. Its spin multiplicity is 2. The HOMO-LUMO gap (alpha / beta) comes out at 0.3248 / 0.1205 Eh. Its net charge is +1. The largest force on an atom is 0.06423 hartree/bohr. Its HOMO energy (alpha / beta) is -0.405 / -0.405 Eh.

Atoms and positions in Å:
C1 0.63086 -0.28466 -2.06317
C2 -0.56910 0.25328 -1.30733
C3 -1.47069 -0.90070 -0.69290
O1 -1.88350 -2.03119 -1.60212
C4 -2.76916 -1.66122 -2.67679
N1 -0.09835 1.17988 -0.25215
H1 0.26630 -0.86441 -2.91116
H2 1.25162 -0.98919 -1.50964
H3 1.15753 0.61591 -2.37892
H4 -1.16328 0.83946 -2.00835
H5 -2.28342 -0.38287 -0.18356
H6 -0.82187 -1.31239 0.08017
H7 -2.33879 -0.82763 -3.23178
H8 -3.77638 -1.56622 -2.27109
H9 -2.85258 -2.54918 -3.30343
H10 0.64816 1.76113 -0.60567
H11 -0.83827 1.81763 0.00455
C5 -0.75426 4.67377 2.76390
C6 -1.05330 3.36200 2.05280
C7 -2.43575 2.84456 2.48515
O2 -2.74293 2.72846 3.85473
C8 -1.96617 1.69682 4.49468
N2 -1.06223 3.66707 0.64172
H12 -1.59097 5.35682 2.61740
H13 0.09050 5.02917 2.17384
H14 -0.58099 4.49227 3.82462
H15 -0.36204 2.52990 2.18650
H16 -2.56920 1.94862 1.87887
H17 -3.18822 3.55475 2.14236
H18 -0.88865 1.85785 4.46127
H19 -2.14651 0.75394 3.97838
H20 -2.15426 1.65809 5.56763
H21 -0.11901 3.80217 0.30677
H22 -1.59102 4.52095 0.53514
C9 1.42237 -1.60908 4.48562
C10 1.66350 -0.77828 3.20441
C11 2.01903 -1.48097 1.91210
O3 0.97433 -2.25010 1.45774
C12 1.38287 -3.21059 0.49562
N3 0.48630 0.07533 3.07320
H23 1.25274 -0.87866 5.27670
H24 2.27372 -2.17339 4.86624
H25 0.55555 -2.26493 4.40436
H26 2.46456 -0.09797 3.49350
H27 2.88109 -2.12409 2.08918
H28 2.27658 -0.68492 1.21347
H29 0.50256 -3.64402 0.02096
H30 1.80551 -4.07374 1.00986
H31 2.02456 -2.85328 -0.30977
H32 0.74895 0.71352 2.33576
H33 -0.21543 -0.54794 2.70012
C13 3.05411 2.52863 1.86775
C14 3.78942 2.40985 0.48126
C15 3.26852 3.51778 -0.48362
O4 1.88255 3.51329 -0.79758
C16 1.55398 4.42607 -1.82633
N4 5.23155 2.35428 0.67864
H34 2.05976 2.13739 1.65261
H35 3.15757 3.55566 2.21792
H36 3.54207 1.78225 2.49458
H37 3.55082 1.46741 -0.01166
H38 3.83289 3.28960 -1.38778
H39 3.72975 4.47403 -0.23674
H40 0.61862 4.06582 -2.25462
H41 2.20968 4.50121 -2.69380
H42 1.38286 5.42075 -1.41470
H43 5.47703 3.20314 1.16779
H44 5.48792 1.63531 1.34004
C17 -2.51186 -2.28722 2.84979
C18 -3.80791 -1.49415 2.45163
C19 -4.59358 -2.25817 1.31751
O5 -5.81066 -1.59424 1.07888
C20 -6.41776 -1.91844 -0.20700
N5 -4.63479 -1.52082 3.66298
H45 -1.97266 -1.73529 3.61968
H46 -1.78546 -2.53169 2.07476
H47 -2.72577 -3.26454 3.28244
H48 -3.73275 -0.47925 2.06120
H49 -4.74968 -3.28490 1.64852
H50 -3.89977 -2.27718 0.47706
H51 -7.04706 -2.79766 -0.06901
H52 -5.68708 -2.27850 -0.93127
H53 -6.95073 -1.06334 -0.62275
H54 -5.53267 -1.18679 3.34309
H55 -4.78821 -2.51146 3.78626
C21 2.56695 -2.76203 -3.40164
C22 2.46758 -3.53339 -4.71923
C23 1.74739 -2.68445 -5.81674
O6 2.36341 -1.39202 -6.15767
C24 1.80257 -0.43272 -7.10800
N6 3.88821 -3.69024 -5.14256
H56 3.32148 -3.16855 -2.72819
H57 1.62625 -2.65639 -2.86126
H58 2.95352 -1.76152 -3.59564
H59 1.79680 -4.38665 -4.61871
H60 0.71717 -2.48260 -5.52346
H61 1.73212 -3.21636 -6.76802
H62 0.87245 -0.06682 -6.67314
H63 1.51803 -0.96449 -8.01594
H64 2.55606 0.30165 -7.39271
H65 3.96794 -3.64974 -6.14859
H66 4.42879 -2.94471 -4.72775

> Among the records above, which one has the highest largest force on an atom?

number 4

> What is the largest force on an atom in the first record?

0.04774 hartree/bohr

> What is the largest force on an atom in the third record?

0.03000 hartree/bohr